Entry 1:
Below is C38H41BrN4O5PtS as an isolated structure, with properties calculated with ωB97M-V/def2-TZVPD.

XYZ file:
```
91
Properties=species:S:1:pos:R:3:lowdin_spin:R:1
Pt -0.20 -0.50 -0.38 1.38
C -4.28 -3.84 -0.58 0.00
C -4.17 -2.67 0.41 0.00
C -5.04 -2.95 1.63 0.00
C -4.53 -1.35 -0.25 0.01
C -5.76 -1.27 -0.89 0.00
C -6.16 -0.13 -1.55 0.01
C -5.30 0.96 -1.57 0.00
C -4.07 0.93 -0.93 0.01
C -3.21 2.18 -1.05 0.00
C -2.10 1.98 -2.08 0.01
C -2.73 2.73 0.29 0.00
C -3.67 -0.23 -0.24 0.00
N -2.42 -0.31 0.42 0.09
C -2.47 -0.46 1.74 0.00
O -3.46 -0.33 2.47 0.00
C -1.18 -0.90 2.40 0.01
C -1.14 -1.18 3.76 0.01
C 0.05 -1.62 4.31 -0.01
C 1.17 -1.75 3.51 0.01
C 1.07 -1.44 2.17 0.01
N -0.09 -1.05 1.66 0.13
C 2.29 -1.45 1.27 0.00
O 3.37 -1.82 1.78 0.00
N 2.08 -1.04 0.03 0.09
C 3.21 -0.88 -0.79 0.00
C 3.43 -1.75 -1.88 0.01
C 4.51 -1.55 -2.72 0.00
C 5.40 -0.50 -2.51 0.01
C 5.19 0.35 -1.44 0.00
C 4.10 0.19 -0.58 0.01
C 3.91 1.17 0.56 0.00
C 3.93 2.62 0.05 0.00
C 4.97 0.96 1.64 0.00
C 2.49 -2.92 -2.07 0.00
C 2.42 -3.44 -3.50 0.00
C 2.85 -4.06 -1.10 0.00
H -3.85 -4.74 -0.14 0.00
H -3.74 -3.62 -1.50 0.00
H -5.32 -4.04 -0.84 0.00
H -3.13 -2.62 0.74 0.00
H -6.09 -3.06 1.34 0.00
H -4.96 -2.14 2.35 0.00
H -4.73 -3.89 2.11 0.00
H -6.42 -2.14 -0.88 0.00
H -7.12 -0.08 -2.05 0.00
H -5.60 1.87 -2.09 0.00
H -3.88 2.95 -1.47 0.00
H -1.46 1.12 -1.84 0.02
H -1.46 2.86 -2.13 0.00
H -2.54 1.81 -3.06 0.00
H -2.01 2.07 0.77 0.00
H -3.57 2.85 0.98 0.00
H -2.26 3.71 0.15 0.00
H -2.05 -1.04 4.33 0.00
H 0.10 -1.86 5.37 0.00
H 2.13 -2.07 3.89 0.00
H 4.67 -2.21 -3.56 0.00
H 6.24 -0.35 -3.18 0.00
H 5.88 1.17 -1.27 0.00
H 2.94 0.99 1.00 0.00
H 4.92 2.90 -0.31 0.00
H 3.67 3.30 0.86 0.00
H 3.21 2.75 -0.76 0.00
H 5.98 1.17 1.25 0.00
H 4.93 -0.06 2.01 0.00
H 4.79 1.64 2.48 0.00
H 1.50 -2.57 -1.80 0.00
H 3.35 -3.94 -3.80 0.00
H 2.22 -2.64 -4.21 0.00
H 1.61 -4.17 -3.58 0.00
H 3.83 -4.47 -1.36 0.00
H 2.11 -4.86 -1.17 0.00
H 2.89 -3.71 -0.08 0.00
Br 0.85 6.47 -2.33 0.00
C 0.84 5.67 -0.60 0.00
C 0.97 6.49 0.51 0.00
C 0.97 5.90 1.77 0.00
C 0.84 4.52 1.90 0.00
C 0.72 3.72 0.78 0.00
C 0.72 4.30 -0.49 0.00
C 0.57 2.21 0.95 0.00
O 0.65 1.76 2.08 0.00
O 0.40 1.59 -0.15 0.06
H 1.06 7.56 0.39 0.00
H 1.06 6.53 2.65 0.00
H 0.84 4.04 2.87 0.00
H 0.63 3.66 -1.35 0.00
O -0.73 -4.00 0.62 0.00
S -0.89 -3.68 -0.81 0.02
N -0.73 -2.30 -1.33 0.09
```

The value obtained for the total energy is -5159.5190 hartree. The calculation puts the highest occupied orbital energy (spin up / spin down) at -1.403 / -2.746 eV. As for the multiplicity: 3. For the relative energy (zero: lowest compared OMol25 entry of this formula, charge and spin), the calculation gives 0.0 kcal per mole. The total charge is -2. The expectation value of S² is 2.01.

***

Entry 2:
Below is C38H41F3N3O3PS7Ti as an isolated structure at a distorted geometry, with properties calculated with ωB97M-V/def2-TZVPD.

XYZ file:
```
97
Properties=species:S:1:pos:R:3:nbo_charge:R:1
Ti -0.59 -0.23 0.79 1.40
S -2.55 -0.26 2.22 -0.33
S -2.08 -1.68 3.64 0.01
S -0.52 -0.76 4.58 -0.04
S 0.82 -0.51 3.03 -0.50
C 4.54 -6.37 2.62 -0.63
C 3.52 -5.44 2.00 0.02
C 2.85 -4.50 2.78 -0.21
C 1.94 -3.62 2.22 -0.17
C 1.71 -3.69 0.85 -0.31
C 2.35 -4.64 0.05 -0.18
C 3.25 -5.50 0.64 -0.23
S 0.61 -2.57 0.05 2.31
O -0.60 -2.38 0.87 -0.93
O 0.43 -3.07 -1.28 -0.92
N 1.14 -1.03 0.05 -1.00
C 2.46 -0.58 0.18 0.37
C 3.57 -1.33 -0.20 -0.25
C 4.83 -0.78 -0.02 -0.16
C 4.95 0.49 0.52 -0.28
C 3.78 1.17 0.84 0.06
N 2.56 0.65 0.67 -0.47
H 4.37 -6.48 3.69 0.22
H 5.55 -5.98 2.48 0.23
H 4.50 -7.35 2.16 0.22
H 3.04 -4.46 3.84 0.22
H 1.43 -2.88 2.82 0.27
H 2.12 -4.68 -1.00 0.25
H 3.75 -6.25 0.02 0.22
H 3.46 -2.31 -0.63 0.22
H 5.71 -1.34 -0.30 0.22
H 5.91 0.96 0.68 0.22
H 3.82 2.17 1.26 0.19
C -5.58 2.63 -0.20 -0.82
S -4.07 1.68 -0.34 1.31
C -3.81 1.99 -2.08 -0.83
O -3.04 2.54 0.34 -1.02
H -5.43 3.61 -0.66 0.23
H -5.79 2.73 0.86 0.24
H -6.39 2.08 -0.69 0.23
H -4.72 1.78 -2.65 0.23
H -3.01 1.33 -2.41 0.25
H -3.51 3.03 -2.17 0.23
N -0.34 1.65 1.07 -1.18
S -1.13 2.64 2.10 1.23
C -0.85 4.25 1.36 -0.23
C -0.99 5.39 2.14 -0.20
C -0.75 6.63 1.57 -0.20
C -0.38 6.72 0.24 -0.20
C -0.26 5.58 -0.54 -0.21
C -0.51 4.33 0.02 -0.15
C 0.01 2.84 3.46 -0.27
C 1.33 3.24 3.24 -0.14
C 2.19 3.33 4.32 -0.21
C 1.72 3.03 5.60 -0.19
C 0.41 2.65 5.80 -0.21
C -0.46 2.55 4.72 -0.17
H 0.67 1.84 1.04 0.44
H -1.28 5.31 3.18 0.23
H -0.84 7.52 2.18 0.22
H -0.18 7.69 -0.20 0.22
H 0.02 5.65 -1.58 0.21
H -0.44 3.42 -0.56 0.25
H 1.68 3.49 2.25 0.21
H 3.21 3.63 4.17 0.22
H 2.40 3.09 6.45 0.22
H 0.06 2.40 6.80 0.22
H -1.48 2.23 4.86 0.24
C -0.20 2.44 -3.59 -0.93
P 0.61 1.43 -2.28 0.87
C 2.28 2.21 -2.40 -0.93
C 0.92 -0.09 -3.29 -0.94
H 0.40 2.45 -4.50 0.22
H -0.34 3.47 -3.25 0.22
H -1.19 2.03 -3.82 0.23
H 2.59 2.31 -3.44 0.21
H 3.02 1.60 -1.87 0.23
H 2.26 3.19 -1.93 0.22
H 1.83 0.01 -3.87 0.22
H 0.08 -0.23 -3.97 0.22
H 0.98 -0.97 -2.65 0.25
F -5.15 -6.33 -4.25 -0.32
C -4.24 -5.57 -4.86 0.97
F -4.80 -5.11 -6.00 -0.33
F -3.23 -6.38 -5.23 -0.33
C -3.75 -4.44 -3.99 -0.15
C -2.78 -3.59 -4.50 -0.19
C -2.30 -2.54 -3.73 -0.16
C -2.80 -2.35 -2.44 -0.14
C -3.78 -3.21 -1.94 -0.13
C -4.25 -4.25 -2.72 -0.19
C -2.28 -1.31 -1.60 0.06
C -1.84 -0.47 -0.83 -0.54
H -2.39 -3.74 -5.50 0.23
H -1.54 -1.89 -4.11 0.22
H -4.15 -3.05 -0.94 0.22
H -5.01 -4.92 -2.33 0.23
```

The value obtained for the total energy is -6140.3573 hartree. The calculation puts the highest occupied orbital energy at -6.662 eV. As for the multiplicity: 1. For the relative energy (zero: lowest compared OMol25 entry of this formula, charge and spin), the calculation gives 46.9 kcal per mole. The total charge is 0.

***

Entry 3:
Below is C38H42AsBrN2PbSSb2 as an isolated structure at a distorted geometry, with properties calculated with ωB97M-V/def2-TZVPD.

XYZ file:
```
88
Properties=species:S:1:pos:R:3:lowdin_charge:R:1
Pb -1.20 0.16 -0.53 1.21
C 0.10 -2.91 1.03 -0.42
C -0.22 -2.74 2.51 -0.36
C 0.16 -1.34 2.96 -0.35
Sb -1.57 -0.08 2.67 1.45
C -2.55 -0.85 4.37 -0.39
C -1.95 -0.66 5.61 -0.12
C -2.51 -1.24 6.74 -0.06
C -3.65 -2.02 6.63 -0.06
C -4.26 -2.21 5.39 -0.07
C -3.71 -1.62 4.26 -0.13
C -0.79 1.73 3.46 -0.41
C -1.66 2.81 3.63 -0.15
C -1.19 4.01 4.14 -0.09
C 0.16 4.16 4.46 -0.07
C 1.03 3.09 4.29 -0.07
C 0.56 1.88 3.79 -0.13
Sb -1.13 -4.12 -0.28 1.49
C -2.38 -5.18 1.09 -0.42
C -2.07 -5.48 2.42 -0.13
C -2.97 -6.17 3.21 -0.07
C -4.19 -6.58 2.68 -0.07
C -4.50 -6.30 1.36 -0.07
C -3.59 -5.61 0.56 -0.15
C -2.44 -2.43 -0.52 -0.45
C -2.43 -1.74 -1.74 -0.32
C -3.26 -0.65 -1.95 -0.21
C -4.13 -0.23 -0.94 -0.11
C -4.17 -0.93 0.26 -0.10
C -3.33 -2.02 0.47 -0.17
H 1.13 -3.25 0.90 0.05
H 0.03 -1.95 0.50 -0.06
H 0.36 -3.48 3.07 0.11
H -1.26 -2.94 2.76 0.06
H 1.02 -0.98 2.40 0.02
H 0.39 -1.27 4.02 0.07
H -1.06 -0.05 5.71 0.10
H -2.05 -1.09 7.71 0.11
H -4.08 -2.48 7.51 0.11
H -5.15 -2.81 5.30 0.11
H -4.20 -1.74 3.30 0.08
H -2.71 2.71 3.40 0.10
H -1.87 4.84 4.30 0.11
H 0.52 5.09 4.86 0.11
H 2.07 3.19 4.56 0.11
H 1.24 1.04 3.69 0.08
H -1.11 -5.20 2.84 0.09
H -2.72 -6.40 4.24 0.11
H -4.89 -7.12 3.30 0.11
H -5.44 -6.64 0.94 0.11
H -3.85 -5.40 -0.47 0.09
H -1.81 -2.09 -2.55 0.06
H -3.26 -0.15 -2.91 0.12
H -4.81 0.59 -1.12 0.12
H -4.87 -0.63 1.03 0.12
H -3.40 -2.57 1.40 0.09
S -1.08 4.99 0.48 1.11
C -2.66 4.48 0.11 -0.35
C -2.66 3.16 -0.21 -0.24
N -1.42 2.57 -0.16 -0.20
C -0.50 3.43 0.20 -0.48
H -3.50 5.16 0.13 0.09
H -3.53 2.58 -0.49 0.10
H 0.54 3.18 0.32 0.06
C 2.97 -0.04 0.84 -0.28
As 1.77 0.23 -0.66 0.98
C 2.50 -1.03 -1.93 -0.28
C 2.48 1.90 -1.36 -0.29
H 3.98 0.18 0.49 0.05
H 2.92 -1.08 1.17 0.03
H 2.72 0.62 1.67 0.02
H 3.58 -1.04 -1.80 0.05
H 2.26 -0.71 -2.94 0.03
H 2.11 -2.03 -1.76 0.03
H 3.46 1.70 -1.78 0.05
H 2.57 2.63 -0.56 0.03
H 1.83 2.30 -2.15 0.02
Br 0.20 -0.17 -7.68 0.87
C -0.17 -0.06 -5.86 -0.68
C -0.14 -1.20 -5.07 -0.06
C -0.41 -1.06 -3.72 -0.17
N -0.70 0.11 -3.15 -0.05
C -0.73 1.20 -3.93 -0.12
C -0.47 1.17 -5.28 -0.08
H 0.08 -2.17 -5.49 0.12
H -0.40 -1.93 -3.07 0.09
H -0.99 2.14 -3.45 0.12
H -0.51 2.07 -5.87 0.12
```

The value obtained for the total energy is -7463.4565 hartree. The calculation puts the highest occupied orbital energy at -12.759 eV. As for the multiplicity: 1. The total charge is +2.

***

Entry 4:
Below is a 5-piece molecular cluster, C38H42BrN3O overall, with properties calculated with ωB97M-V/def2-TZVPD.

XYZ file:
```
85
Properties=species:S:1:pos:R:3:lowdin_charge:R:1
C -2.16 1.64 3.43 -0.11
C -2.46 1.20 2.00 -0.24
C -3.06 2.31 1.11 -0.20
N -2.19 2.77 0.02 0.04
C -0.88 3.08 0.28 -0.32
C -0.57 3.90 1.42 -0.06
N 0.64 4.25 1.73 0.13
C 1.63 3.80 0.91 -0.27
C 2.98 4.08 1.20 -0.61
Br 3.43 5.09 2.72 0.77
C 3.98 3.61 0.40 -0.06
C 3.67 2.85 -0.74 -0.30
O 4.69 2.34 -1.50 -0.07
C 5.08 3.17 -2.61 -0.18
C 6.15 4.19 -2.22 -0.21
C 5.63 5.60 -1.92 -0.10
C 2.37 2.56 -1.06 0.04
C 1.34 3.03 -0.24 -0.22
N 0.05 2.66 -0.53 0.19
H -1.27 2.27 3.50 0.06
H -2.00 0.78 4.08 0.07
H -3.02 2.19 3.83 0.08
H -1.57 0.79 1.52 0.10
H -3.18 0.38 2.05 0.10
H -3.37 3.16 1.71 0.11
H -3.96 1.93 0.63 0.10
H -2.25 2.18 -0.81 0.10
H -1.38 4.26 2.05 0.12
H 5.02 3.81 0.64 0.12
H 5.45 2.47 -3.36 0.12
H 4.20 3.66 -3.01 0.12
H 6.90 4.23 -3.02 0.10
H 6.66 3.78 -1.35 0.11
H 5.88 6.30 -2.71 0.07
H 4.54 5.60 -1.79 0.07
H 6.05 5.99 -0.99 0.07
H 2.13 1.93 -1.90 0.14
C 2.18 -1.78 3.06 -0.10
C 1.71 -0.71 2.31 -0.09
C 2.58 -0.04 1.45 -0.08
C 3.90 -0.44 1.35 -0.08
C 4.36 -1.51 2.10 -0.09
C 3.50 -2.18 2.96 -0.09
H 1.51 -2.30 3.73 0.10
H 0.68 -0.40 2.39 0.09
H 2.22 0.80 0.86 0.08
H 4.57 0.08 0.67 0.10
H 5.39 -1.83 2.01 0.08
H 3.86 -3.02 3.54 0.10
C -4.37 -0.43 -1.00 -0.10
C -5.45 -1.25 -0.71 -0.09
C -6.55 -1.27 -1.56 -0.09
C -6.56 -0.48 -2.69 -0.09
C -5.47 0.34 -2.99 -0.09
C -4.38 0.36 -2.14 -0.10
H -3.51 -0.42 -0.34 0.09
H -5.44 -1.87 0.18 0.10
H -7.40 -1.90 -1.33 0.09
H -7.42 -0.49 -3.36 0.10
H -5.48 0.96 -3.87 0.10
H -3.53 0.99 -2.37 0.09
C 8.74 -4.87 -0.18 -0.10
C 8.72 -5.41 1.09 -0.10
C 8.35 -4.62 2.17 -0.10
C 8.00 -3.29 1.97 -0.11
C 8.02 -2.75 0.69 -0.10
C 8.39 -3.55 -0.38 -0.10
H 9.02 -5.49 -1.03 0.10
H 8.98 -6.45 1.25 0.10
H 8.33 -5.04 3.17 0.10
H 7.72 -2.68 2.82 0.10
H 7.75 -1.72 0.54 0.10
H 8.41 -3.13 -1.38 0.10
C -11.51 -4.80 -0.94 -0.10
C -11.85 -3.70 -1.71 -0.10
C -10.88 -3.06 -2.47 -0.09
C -9.58 -3.54 -2.47 -0.11
C -9.24 -4.65 -1.71 -0.10
C -10.21 -5.28 -0.94 -0.10
H -12.27 -5.30 -0.34 0.10
H -12.87 -3.33 -1.71 0.10
H -11.14 -2.20 -3.07 0.10
H -8.82 -3.05 -3.07 0.09
H -8.22 -5.02 -1.71 0.10
H -9.95 -6.14 -0.34 0.10
```

The value obtained for the total energy is -4286.7142 hartree. Its SMILES is CCCNc1cnc2c(Br)cc(OCCC)cc2n1.c1ccccc1.c1ccccc1.c1ccccc1.c1ccccc1. The calculation puts the highest occupied orbital energy at -8.542 eV. As for the multiplicity: 1. The total charge is 0.

***

Entry 5:
Below is C38H42BrN4O6P2SW as an isolated structure at a distorted geometry, with properties calculated with ωB97M-V/def2-TZVPD.

XYZ file:
```
95
Properties=species:S:1:pos:R:3:lowdin_charge:R:1
W 1.03 -1.47 -0.96 1.41
O 0.46 2.69 -0.68 -0.16
C 0.65 1.51 -0.97 -0.58
O 0.62 0.50 -0.25 -0.15
C 0.95 1.30 -2.42 -0.12
C 0.98 2.18 -3.49 0.07
C 1.36 1.64 -4.67 -0.01
C 1.60 0.31 -4.85 0.09
C 1.50 -0.55 -3.74 -0.13
N 1.17 -0.01 -2.59 0.03
C 1.45 -2.05 -3.81 -0.43
O 1.51 -2.80 -4.69 0.28
O 1.30 -2.44 -2.48 -0.25
H 0.75 3.27 -3.50 0.17
H 1.42 2.28 -5.55 0.15
H 1.78 -0.04 -5.88 0.16
C 0.81 -4.36 1.34 -0.23
P 0.56 -2.55 1.36 0.93
C -1.24 -2.16 1.64 -0.40
N -1.73 -2.52 2.79 0.13
C -3.01 -2.22 3.11 -0.15
C -3.58 -2.51 4.37 0.02
C -4.90 -2.13 4.57 -0.02
C -5.64 -1.36 3.65 -0.02
C -5.11 -1.02 2.42 0.02
C -3.83 -1.53 2.09 -0.19
N -3.38 -1.38 0.85 0.15
C -2.13 -1.78 0.62 -0.42
P -1.51 -1.66 -1.05 0.95
C -2.34 -0.16 -1.67 -0.21
C -2.27 -3.10 -2.03 -0.66
C -3.74 -3.24 -1.73 -0.09
C -2.12 -2.78 -3.52 -0.07
C -1.53 -4.41 -1.60 -0.06
C 1.39 -1.88 2.86 -0.68
C 2.95 -2.12 2.80 -0.06
C 0.91 -2.48 4.16 -0.07
C 1.10 -0.38 2.84 -0.09
H -0.07 -4.75 1.99 0.11
H 1.73 -4.64 1.92 0.06
H 0.93 -4.80 0.37 0.02
H -3.06 -3.05 5.14 0.12
H -5.40 -2.43 5.49 0.13
H -6.63 -1.10 3.94 0.12
H -5.75 -0.66 1.60 0.13
H -3.42 -0.35 -1.86 0.08
H -1.81 0.18 -2.56 0.04
H -2.21 0.57 -0.86 0.05
H -4.38 -2.43 -2.10 0.10
H -3.90 -3.51 -0.63 0.11
H -4.03 -4.14 -2.30 0.11
H -2.37 -1.76 -3.79 0.08
H -2.76 -3.45 -4.12 0.12
H -1.14 -3.02 -3.91 0.06
H -1.58 -4.50 -0.48 0.09
H -0.47 -4.34 -1.78 0.04
H -1.98 -5.34 -1.93 0.10
H 3.22 -3.17 2.75 0.07
H 3.40 -1.58 3.65 0.11
H 3.39 -1.75 1.86 0.03
H 1.08 -3.56 4.17 0.10
H -0.14 -2.36 4.34 0.05
H 1.47 -2.06 4.97 0.09
H 1.46 0.10 1.92 0.05
H 1.59 0.06 3.71 0.11
H 0.07 -0.16 3.01 0.08
C 5.00 2.51 0.04 -0.02
C 4.75 1.06 -0.28 -0.21
C 5.72 0.14 -0.68 0.04
C 5.44 -1.19 -0.87 -0.05
C 4.14 -1.58 -0.67 -0.74
Br 3.80 -3.45 -0.55 0.90
N 3.14 -0.79 -0.43 -0.10
C 3.47 0.53 -0.11 -0.03
H 5.96 2.65 0.53 0.09
H 4.32 2.90 0.81 0.09
H 5.03 3.10 -0.93 0.12
H 6.69 0.55 -0.84 0.14
H 6.11 -2.01 -1.14 0.13
H 2.63 1.17 0.16 0.10
O -1.97 9.60 -1.06 0.13
C -1.08 9.10 -0.17 -0.45
O -0.60 9.91 0.58 0.17
C -0.83 7.62 -0.05 -0.08
C -1.82 6.68 -0.25 0.00
C -1.63 5.37 0.11 -0.03
C -0.32 4.97 0.61 -0.56
S -0.03 3.33 1.00 1.11
C 0.72 5.90 0.69 -0.06
C 0.42 7.22 0.46 0.03
H -2.35 8.98 -1.73 0.13
H -2.79 7.07 -0.62 0.14
H -2.29 4.57 -0.02 0.09
H 1.73 5.55 0.95 0.12
H 1.20 7.97 0.60 0.14
```

The value obtained for the total energy is -5864.8202 hartree. The calculation puts the highest occupied orbital energy (spin up / spin down) at -15.842 / -15.842 eV. As for the multiplicity: 1. For the relative energy (zero: lowest compared OMol25 entry of this formula, charge and spin), the calculation gives 0.0 kcal per mole. The total charge is +3.